39
Properties=species:S:1:pos:R:3:mulliken_charge:R:1 method="wB97M-V/def2-TZVPD" homo_lumo_gap_ev=8.2405 lumo_energy_ev=0.155 homo_ev=-8.09 e_above_lowest_ev=0.000
Pt 0.050 0.598 0.548 1.2666
N -3.192 -2.071 -0.551 -0.4147
C -1.995 -2.349 -1.129 0.2413
N -0.961 -1.574 -0.973 -0.1819
C 0.149 -2.053 -1.625 0.0091
C -0.057 -3.180 -2.351 -0.5709
S -1.691 -3.709 -2.169 -0.2196
C 1.435 -1.364 -1.428 0.2150
C 2.605 -1.718 -2.001 -0.4997
S 3.894 -0.721 -1.439 -0.2199
C 2.782 0.142 -0.441 0.7136
N 1.544 -0.301 -0.530 -0.2912
N 3.163 1.163 0.345 -0.4059
H -3.111 -1.554 0.339 0.3540
H -3.882 -2.803 -0.552 0.2616
H 0.644 -3.748 -2.939 0.3768
H 2.785 -2.519 -2.695 0.3890
H 4.077 1.556 0.208 0.2784
H 2.437 1.813 0.635 0.1296
C -2.989 3.951 -2.161 -0.9935
N -1.763 3.493 -1.549 0.0960
C -0.721 4.385 -1.079 -0.4570
C 0.317 3.404 -0.549 0.2658
O 1.356 3.697 -0.012 -0.6428
N -0.147 2.126 -0.797 -0.2378
C -1.375 2.231 -1.355 0.6046
N -2.072 1.158 -1.710 -0.1645
H -3.339 4.837 -1.634 0.3315
H -3.766 3.195 -2.074 0.3580
H -2.846 4.195 -3.216 0.3110
H -1.070 5.026 -0.268 0.3495
H -0.306 5.001 -1.879 0.3287
H -1.731 0.267 -1.340 -0.1898
H -3.060 1.231 -1.880 0.2830
O -1.752 0.178 4.156 -0.6325
Se -1.624 -0.078 2.591 1.1128
O -1.439 1.359 1.675 -0.7047
O -0.114 -0.712 2.104 -0.7335
O -2.814 -0.936 1.909 -0.7160

---

27
Properties=species:S:1:pos:R:3:mulliken_charge:R:1 method="wB97M-V/def2-TZVPD" total_charge=+1 homo_lumo_gap_ev=9.9989 lumo_energy_ev=-3.067 homo_ev=-13.07 e_above_lowest_ev=0.000
C 1.457 2.689 -2.538 -0.2924
C 0.111 2.368 -2.578 -0.6491
C 2.293 1.938 -1.768 -0.6786
C -0.334 1.141 -2.035 -0.3945
C 1.794 0.805 -1.052 -0.3113
C 0.540 0.373 -1.295 0.4994
C -1.359 0.178 1.978 -0.6154
C 0.449 -1.610 2.072 -0.5881
C -2.493 -0.446 1.035 -0.2912
C 0.395 -2.773 1.020 -0.3883
N -0.096 -0.419 1.517 0.1297
O -1.881 -0.546 -0.248 -0.4038
O 0.329 -2.142 -0.233 -0.3950
P -0.302 -0.702 -0.130 0.9676
H 1.860 3.554 -3.146 0.3445
H -0.540 2.989 -3.119 0.4185
H 3.313 2.259 -1.732 0.3912
H -1.342 0.614 -2.196 0.3304
H 2.452 0.223 -0.357 0.2962
H -1.453 1.218 1.805 0.3266
H -1.455 -0.065 3.028 0.3629
H -0.007 -1.974 3.062 0.2990
H 1.449 -1.374 2.348 0.3574
H -2.635 -1.559 1.398 0.2495
H -3.441 0.170 0.898 0.3433
H 1.347 -3.485 1.177 0.2822
H -0.451 -3.424 1.088 0.4092